[1]
Here is a structure of composition C36H30AlBr3N4O2Se in a non-equilibrium geometry from OMol25. Energies are from ωB97M-V/def2-TZVPD.

Structure (XYZ):
```
77
Properties=species:S:1:pos:R:3:lowdin_charge:R:1
Al 0.600 0.074 1.695 0.342
O 3.263 -2.487 3.989 0.059
C 4.207 -2.579 3.021 -0.284
C 5.217 -3.527 3.052 -0.020
C 6.126 -3.667 1.991 -0.072
C 6.153 -2.658 0.986 -0.086
C 5.162 -1.693 1.015 -0.075
C 4.140 -1.759 1.897 -0.124
C 2.932 -0.847 1.522 -0.356
O 2.024 -0.563 2.537 -0.108
N 2.328 -1.590 0.432 0.072
N 0.999 -1.312 0.276 0.030
C 0.309 -2.105 -0.388 -0.124
C -1.137 -1.964 -0.463 -0.683
Br -1.697 -0.275 -1.006 0.887
C -1.973 -2.904 -0.466 -0.112
C -1.607 -4.337 -0.114 -0.179
C -0.959 -4.635 1.118 -0.041
C -0.636 -5.920 1.503 -0.072
C -0.838 -6.900 0.552 -0.088
C -1.479 -6.676 -0.670 -0.081
C -1.857 -5.404 -1.002 -0.047
H 2.611 -1.787 3.732 0.088
H 5.330 -4.148 4.047 0.155
H 6.838 -4.459 1.881 0.090
H 7.039 -2.623 0.357 0.099
H 5.209 -0.968 0.163 0.138
H 3.450 0.038 1.158 0.129
H 2.568 -2.559 0.412 0.144
H 0.696 -3.023 -0.775 0.151
H -2.966 -2.872 -0.906 0.125
H -0.728 -3.795 1.788 0.117
H -0.125 -6.070 2.478 0.124
H -0.535 -7.870 0.779 0.081
H -1.713 -7.524 -1.344 0.120
H -2.310 -5.307 -1.964 0.106
Br -4.722 -1.150 5.361 0.730
C -3.190 -0.783 4.321 -0.707
C -3.347 0.110 3.283 -0.128
C -2.217 0.334 2.505 -0.134
C -0.999 -0.254 2.753 -0.201
C -0.910 -1.140 3.827 -0.101
C -2.015 -1.446 4.627 -0.127
H -4.206 0.771 3.227 0.106
H -2.360 1.077 1.678 0.045
H 0.036 -1.745 3.973 0.113
H -2.001 -2.128 5.473 0.099
C -4.382 5.525 -2.366 -0.023
N -3.085 4.851 -2.484 -0.069
C -2.655 3.786 -1.748 -0.818
Se -3.385 3.131 -0.276 0.657
N -1.601 3.234 -2.451 0.127
C -1.369 3.968 -3.652 -0.187
C -0.516 3.823 -4.747 -0.050
C -0.788 4.630 -5.873 -0.060
C -1.850 5.591 -5.862 -0.070
C -2.560 5.790 -4.710 -0.027
C -2.353 4.947 -3.659 -0.194
H -4.795 5.193 -1.412 0.041
H -4.997 5.243 -3.142 0.071
H -4.299 6.616 -2.288 0.103
H -1.023 2.490 -2.155 0.091
H 0.417 3.322 -4.495 0.095
H -0.034 4.635 -6.692 0.111
H -1.956 6.256 -6.637 0.073
H -3.341 6.562 -4.612 0.123
Br 1.691 5.286 -2.417 0.730
C 1.305 3.815 -1.233 -0.627
C 0.561 4.104 -0.055 -0.119
C 0.389 3.050 0.797 -0.111
C 0.991 1.767 0.715 -0.116
C 1.813 1.628 -0.458 -0.148
C 1.962 2.552 -1.424 -0.134
H 0.231 5.031 0.148 0.068
H -0.137 3.196 1.652 0.066
H 2.443 0.749 -0.504 0.076
H 2.613 2.274 -2.269 0.115
```

ΔE to the lowest compared entry with this formula, charge and spin (kcal/mol): 47.20
E_LUMO (Eh): -0.02205
HOMO (eV): -7.6
DFT total energy (Ha): -12125.2368

***

[2]
Here is the molecule C2H4NP in a non-equilibrium geometry from OMol25. Energies are from ωB97M-V/def2-TZVPD.

Structure (XYZ):
```
8
Properties=species:S:1:pos:R:3:lowdin_charge:R:1
C 0.950 1.166 0.534 -0.291
P -0.538 0.131 -0.619 0.867
C -1.108 -1.655 -0.981 -0.407
N -1.456 -1.236 0.137 -0.225
H 0.579 2.255 0.485 0.024
H 2.019 1.225 0.191 0.012
H 0.619 0.815 1.495 -0.033
H -1.065 -2.701 -1.242 0.053
```

ΔE to the lowest compared entry with this formula, charge and spin (kcal/mol): 63.10
E_LUMO (Eh): 0.01051
HOMO (eV): -8.4
SMILES string: CP1=CN=1
DFT total energy (Ha): -474.5731

***

[3]
Here is a structure of composition C19H25BrLiN3O3Si in a non-equilibrium geometry from OMol25. Energies are from ωB97M-V/def2-TZVPD.

Structure (XYZ):
```
53
Properties=species:S:1:pos:R:3:lowdin_charge:R:1
Li 0.052 -0.222 -0.612 0.561
C 3.401 -0.646 -1.121 -0.042
C 3.249 -0.223 0.315 -0.374
C 4.368 -0.077 1.130 -0.107
C 4.168 0.348 2.443 -0.138
C 2.900 0.631 2.868 -0.066
C 1.793 0.502 1.970 -0.467
N 2.022 0.038 0.719 0.113
N 0.549 0.804 2.277 -0.034
Si -0.191 1.623 3.530 0.384
C -2.024 1.866 3.039 -0.195
C -0.244 0.855 5.315 -0.205
C 0.517 3.387 3.924 -0.201
H 4.119 -1.459 -1.239 0.066
H 3.753 0.201 -1.713 0.074
H 2.424 -0.941 -1.492 0.054
H 5.362 -0.284 0.752 0.078
H 5.015 0.450 3.122 0.085
H 2.700 0.950 3.883 0.075
H -2.507 0.902 2.927 0.012
H -2.085 2.370 2.081 0.007
H -2.589 2.448 3.766 0.002
H -0.620 -0.163 5.268 0.003
H -0.882 1.410 6.003 0.001
H 0.751 0.814 5.755 -0.004
H 0.660 3.946 3.004 0.007
H 1.491 3.306 4.402 -0.003
H -0.123 3.981 4.574 -0.001
N -3.772 1.565 -1.056 0.116
C -2.461 1.112 -1.055 -0.572
O -2.131 0.289 -0.238 0.018
C -1.619 1.658 -2.170 -0.327
C -0.131 1.570 -1.895 -0.273
H -4.318 1.350 -0.236 0.083
H -4.007 2.403 -1.560 0.066
H -1.980 2.694 -2.395 0.078
H -1.867 1.042 -3.042 0.106
H 0.164 2.416 -1.263 -0.026
H 0.389 1.712 -2.850 -0.041
Br 2.448 -5.642 2.100 0.651
C 1.054 -5.554 0.779 -0.670
C 0.324 -6.712 0.537 -0.166
C -0.640 -6.680 -0.463 -0.109
C -0.845 -5.528 -1.189 -0.041
C -0.122 -4.366 -0.913 -0.104
C 0.839 -4.383 0.095 -0.065
C -0.385 -3.087 -1.734 -0.670
O -0.936 -3.261 -2.829 -0.025
O -0.002 -2.027 -1.211 -0.102
H 0.488 -7.607 1.118 0.080
H -1.220 -7.573 -0.668 0.090
H -1.571 -5.485 -1.988 0.106
H 1.384 -3.475 0.310 0.113
```

ΔE to the lowest compared entry with this formula, charge and spin (kcal/mol): 8.77
E_LUMO (Eh): 0.15935
HOMO (eV): -0.1
Charge: -2
DFT total energy (Ha): -4000.1809

***

Copy entry 3 word for word.
Here is a structure of composition C19H25BrLiN3O3Si in a non-equilibrium geometry from OMol25. Energies are from ωB97M-V/def2-TZVPD.

Structure (XYZ):
```
53
Properties=species:S:1:pos:R:3:lowdin_charge:R:1
Li 0.052 -0.222 -0.612 0.561
C 3.401 -0.646 -1.121 -0.042
C 3.249 -0.223 0.315 -0.374
C 4.368 -0.077 1.130 -0.107
C 4.168 0.348 2.443 -0.138
C 2.900 0.631 2.868 -0.066
C 1.793 0.502 1.970 -0.467
N 2.022 0.038 0.719 0.113
N 0.549 0.804 2.277 -0.034
Si -0.191 1.623 3.530 0.384
C -2.024 1.866 3.039 -0.195
C -0.244 0.855 5.315 -0.205
C 0.517 3.387 3.924 -0.201
H 4.119 -1.459 -1.239 0.066
H 3.753 0.201 -1.713 0.074
H 2.424 -0.941 -1.492 0.054
H 5.362 -0.284 0.752 0.078
H 5.015 0.450 3.122 0.085
H 2.700 0.950 3.883 0.075
H -2.507 0.902 2.927 0.012
H -2.085 2.370 2.081 0.007
H -2.589 2.448 3.766 0.002
H -0.620 -0.163 5.268 0.003
H -0.882 1.410 6.003 0.001
H 0.751 0.814 5.755 -0.004
H 0.660 3.946 3.004 0.007
H 1.491 3.306 4.402 -0.003
H -0.123 3.981 4.574 -0.001
N -3.772 1.565 -1.056 0.116
C -2.461 1.112 -1.055 -0.572
O -2.131 0.289 -0.238 0.018
C -1.619 1.658 -2.170 -0.327
C -0.131 1.570 -1.895 -0.273
H -4.318 1.350 -0.236 0.083
H -4.007 2.403 -1.560 0.066
H -1.980 2.694 -2.395 0.078
H -1.867 1.042 -3.042 0.106
H 0.164 2.416 -1.263 -0.026
H 0.389 1.712 -2.850 -0.041
Br 2.448 -5.642 2.100 0.651
C 1.054 -5.554 0.779 -0.670
C 0.324 -6.712 0.537 -0.166
C -0.640 -6.680 -0.463 -0.109
C -0.845 -5.528 -1.189 -0.041
C -0.122 -4.366 -0.913 -0.104
C 0.839 -4.383 0.095 -0.065
C -0.385 -3.087 -1.734 -0.670
O -0.936 -3.261 -2.829 -0.025
O -0.002 -2.027 -1.211 -0.102
H 0.488 -7.607 1.118 0.080
H -1.220 -7.573 -0.668 0.090
H -1.571 -5.485 -1.988 0.106
H 1.384 -3.475 0.310 0.113
```

ΔE to the lowest compared entry with this formula, charge and spin (kcal/mol): 8.77
E_LUMO (Eh): 0.15935
HOMO (eV): -0.1
Charge: -2
DFT total energy (Ha): -4000.1809

***

Q: What is the E_LUMO in the second record?
A: 0.01051 Eh

***

Q: The highest DFT total energy belongs to which entry?
A: C2H4NP